one.
DFT (ωB97M-V with the def2-TZVPD basis set) results for 11 unconnected molecules or ions with the total composition C4H20BO18.

ORCA input file:
```
! wB97M-V def2-TZVPD RIJCOSX def2/J DEFGRID3
* xyz -1 1
O -2.73967 0.32587 -0.53265
C -1.54426 -0.07435 -0.54569
O -0.64203 -0.05941 0.48544
B 0.68969 -0.25143 -0.10642
O 0.52388 -0.26597 -1.57528
C -0.74491 -0.22547 -1.94544
O -1.12603 -0.27182 -3.11513
O 1.36614 -1.42484 0.40525
C 2.45233 -1.06615 1.10491
O 3.19975 -1.84449 1.66561
C 2.61761 0.47600 0.95533
O 1.59338 0.87854 0.28272
O 3.58650 1.16051 1.36740
O 0.36482 3.54803 1.19758
H 0.14968 3.14011 0.35880
H 0.96680 2.93278 1.61627
O 6.04820 0.21126 2.11566
H 5.29957 0.63072 1.69159
H 6.76011 0.84500 2.02743
O -0.08128 -3.03203 -4.00446
H -0.97408 -3.30676 -4.21337
H -0.09288 -2.08039 -4.10676
O 5.06251 3.55387 0.97844
H 5.05944 4.11053 0.19976
H 4.48837 2.82204 0.75255
O 0.48033 -2.94758 3.51910
H 1.15505 -2.70027 4.15141
H 0.96844 -3.24406 2.75093
O -0.18870 -3.61199 -0.47471
H 0.48189 -3.96890 -1.05707
H 0.30222 -3.12043 0.18377
O -4.89508 1.16341 -1.67955
H -5.54024 0.91166 -1.01879
H -4.12127 1.41547 -1.17565
O -3.67445 -1.29888 -4.53986
H -2.91619 -1.60072 -4.03967
H -3.29921 -0.86479 -5.30601
O -2.68319 0.70309 2.46745
H -2.18430 0.61341 1.65549
H -2.59673 1.62722 2.70143
O -4.87246 2.08259 1.42518
H -4.41134 2.78173 1.88863
H -4.28840 1.32688 1.48842
*
```

Summary:
- M (g mol⁻¹) = 367.0
- frontier orbital gap (eV) = 10.0


two.
DFT (ωB97M-V with the def2-TZVPD basis set) results for a molecular structure, C4H20BO18.

ORCA input file:
```
! wB97M-V def2-TZVPD RIJCOSX def2/J DEFGRID3
* xyz -1 1
O 1.47145 -2.69534 -0.48793
C 0.73748 -1.73591 -0.32234
O 0.90763 -0.68853 0.50362
B -0.05554 0.40749 0.35582
O -0.82368 -0.11398 -0.84520
C -0.49114 -1.38892 -1.18084
O -1.01327 -2.14200 -2.09173
O 0.61208 1.65247 0.10660
C 0.12679 2.63268 0.94238
O 0.58370 3.81327 1.01428
C -0.84671 1.91066 1.93846
O -0.98805 0.67055 1.48988
O -1.43155 2.41685 2.87718
O -3.02061 3.35353 2.09631
H -3.71589 3.47839 2.74225
H -2.28239 3.01246 2.60122
O 3.55006 -2.86419 -1.59815
H 3.68331 -3.15021 -0.69445
H 2.61085 -2.68961 -1.65862
O 3.21349 -0.77201 0.33525
H 4.06603 -0.87739 0.75750
H 2.61946 -1.31296 0.85557
O -2.77225 0.82880 -1.32857
H -1.82150 0.90155 -1.41222
H -3.04044 1.65002 -0.91637
O -2.94100 -2.65504 -1.56634
H -3.39219 -2.78819 -2.39997
H -2.01496 -2.59641 -1.80135
O 0.32554 -3.75092 -2.23355
H -0.02860 -3.25846 -1.49308
H 0.82467 -3.10561 -2.73423
O -1.14168 -2.19350 1.46400
H -1.69652 -2.49963 2.18140
H -1.45070 -1.30569 1.28364
O 1.69975 -2.20292 -2.96389
H 2.02797 -1.61708 -3.64600
H 1.45846 -1.62087 -2.24331
O -0.75108 4.39976 2.78857
H -0.89761 3.85706 2.01381
H -0.75166 5.29746 2.45636
O 2.53995 3.50638 0.79760
H 2.47295 3.17450 1.69292
H 1.83741 3.06147 0.32353
*
```

Summary:
- M (g mol⁻¹) = 367.0
- frontier orbital gap (eV) = 7.3


Here is how they stack up, most stable first: one, two.


one.
DFT (ωB97M-V with the def2-TZVPD basis set) results for 2 unconnected molecules or ions with the total composition C4H12.

ORCA input file:
```
! wB97M-V def2-TZVPD RIJCOSX def2/J DEFGRID3
* xyz 0 1
C 0.81475 0.88071 1.15337
C 1.84079 1.54385 2.00727
H 1.15291 0.46045 0.12818
H 0.41974 -0.03095 1.52256
H -0.04601 1.59822 0.97675
H 1.20766 1.96588 2.81924
H 2.34858 2.29797 1.53296
H 2.60991 0.84369 2.33907
C -0.62636 -1.15156 -1.89129
C -2.03185 -1.27164 -1.30128
H -0.43394 -1.47067 -2.95424
H -0.44936 0.01773 -1.77931
H 0.09243 -1.67047 -1.16861
H -1.91021 -1.63411 -0.20386
H -2.47746 -2.02446 -1.94213
H -2.51159 -0.35463 -1.23869
*
```

Summary:
- M (g mol⁻¹) = 60.1
- SMILES = CC.CC
- frontier orbital gap (eV) = 12.3


two.
DFT (ωB97M-V with the def2-TZVPD basis set) results for 2 unconnected molecules or ions with the total composition C4H12.

ORCA input file:
```
! wB97M-V def2-TZVPD RIJCOSX def2/J DEFGRID3
* xyz 0 1
C 0.49717 0.81700 -2.42290
C -1.11264 0.18233 -2.46881
H 0.87432 0.62833 -1.48764
H 0.92678 0.28215 -3.30089
H 0.48063 1.84673 -2.45297
H -0.92678 -0.91888 -2.71444
H -1.69159 0.70709 -3.31944
H -1.55477 0.21895 -1.52951
C -0.11198 -0.79716 1.90697
C 0.73269 -0.11808 3.04247
H -1.15285 -0.38336 1.73676
H 0.33115 -0.71773 0.95673
H -0.14064 -1.88752 1.93749
H 0.70354 1.04625 3.07069
H 1.78901 -0.38756 3.12152
H 0.35596 -0.51853 3.92398
*
```

Summary:
- M (g mol⁻¹) = 60.1
- SMILES = CC.CC
- frontier orbital gap (eV) = 12.3


three.
DFT (ωB97M-V with the def2-TZVPD basis set) results for 2 unconnected molecules or ions with the total composition C4H12.

ORCA input file:
```
! wB97M-V def2-TZVPD RIJCOSX def2/J DEFGRID3
* xyz 0 1
C -0.67324 2.71586 0.52007
C -0.44943 1.43008 1.46314
H -0.12106 2.72571 -0.44424
H -1.77229 2.89101 0.36441
H -0.27346 3.61775 0.96000
H -0.92176 0.39935 1.43494
H 0.68974 1.30158 1.34723
H -0.51320 1.68934 2.55585
C 0.86863 -1.52743 -0.62226
C 0.11893 -2.63894 -1.38664
H 0.42513 -0.80828 0.08376
H 1.85324 -1.87451 -0.30881
H 1.18101 -0.93904 -1.53716
H 0.90880 -3.22006 -1.87517
H -0.54998 -3.29479 -0.63981
H -0.77104 -2.46762 -1.91531
*
```

Summary:
- M (g mol⁻¹) = 60.1
- SMILES = CC.CC
- frontier orbital gap (eV) = 11.7


four.
DFT (ωB97M-V with the def2-TZVPD basis set) results for 2 unconnected molecules or ions with the total composition C4H12.

ORCA input file:
```
! wB97M-V def2-TZVPD RIJCOSX def2/J DEFGRID3
* xyz 0 1
C -1.97591 0.54190 -0.72018
C -1.54467 0.20805 0.73994
H -1.91422 -0.37573 -1.28267
H -3.04261 0.77422 -0.63452
H -1.47550 1.43742 -1.07452
H -0.82301 -0.57547 0.94760
H -2.39898 -0.24468 1.26787
H -1.27648 1.16754 1.17125
C 1.94850 0.36438 -0.05768
C 1.62338 -1.13423 0.04170
H 2.78602 0.61754 -0.69424
H 1.07676 0.93825 -0.37532
H 2.14854 0.76218 0.95427
H 0.95252 -1.32385 0.86929
H 2.57788 -1.65122 0.05848
H 1.01315 -1.31134 -0.84525
*
```

Summary:
- M (g mol⁻¹) = 60.1
- SMILES = CC.CC
- frontier orbital gap (eV) = 12.6


Here is how they stack up, most stable first: four, one, two, three.


one.
DFT (ωB97M-V with the def2-TZVPD basis set) results for 2 unconnected molecules or ions with the total composition C4H12.

ORCA input file:
```
! wB97M-V def2-TZVPD RIJCOSX def2/J DEFGRID3
* xyz 0 1
C -0.01017 -1.38952 -0.77570
C -0.56046 -2.57929 -1.57903
H 0.75621 -1.76984 -0.11319
H 0.41164 -0.67487 -1.47926
H -0.82250 -0.91614 -0.23913
H 0.19950 -2.98152 -2.25550
H -0.89039 -3.38620 -0.92796
H -1.40843 -2.30648 -2.20714
C 0.55071 1.32409 1.47015
C -0.00868 2.64652 0.90675
H 1.26859 0.88659 0.77240
H 1.05508 1.57157 2.39575
H -0.27838 0.65132 1.64347
H -0.60793 3.13549 1.68020
H -0.67253 2.52783 0.04976
H 0.78918 3.34260 0.65965
*
```

Summary:
- M (g mol⁻¹) = 60.1
- SMILES = CC.CC
- frontier orbital gap (eV) = 13.0


two.
DFT (ωB97M-V with the def2-TZVPD basis set) results for 2 unconnected molecules or ions with the total composition C4H12.

ORCA input file:
```
! wB97M-V def2-TZVPD RIJCOSX def2/J DEFGRID3
* xyz 0 1
C 0.59704 -0.01655 2.13933
C 0.31101 1.35747 1.55007
H 0.91904 0.05022 3.18722
H -0.18824 -0.77107 2.17278
H 1.43491 -0.51465 1.64087
H 1.17092 1.99293 1.72312
H 0.34235 1.26406 0.46428
H -0.64076 1.71740 1.91715
C 0.02449 -1.18786 -1.80502
C -0.98344 -0.08798 -1.87828
H 0.41361 -1.39095 -0.80634
H -0.43463 -2.10454 -2.18434
H 0.95920 -1.02762 -2.35003
H -0.68975 0.77346 -1.28569
H -2.01750 -0.30847 -1.59110
H -1.21823 0.25415 -2.89404
*
```

Summary:
- M (g mol⁻¹) = 60.1
- SMILES = CC.CC
- frontier orbital gap (eV) = 12.6


Here is how they stack up, most stable first: one, two.


one.
DFT (ωB97M-V with the def2-TZVPD basis set) results for 2 unconnected molecules or ions with the total composition C4H12.

ORCA input file:
```
! wB97M-V def2-TZVPD RIJCOSX def2/J DEFGRID3
* xyz 0 1
C 0.45229 1.87565 -0.92570
C -1.00568 1.57003 -0.62623
H 0.86977 2.53236 -0.16697
H 1.05400 0.96527 -0.96781
H 0.51421 2.33340 -1.91800
H -1.20906 1.37920 0.43271
H -1.37931 0.71661 -1.19032
H -1.63456 2.41662 -0.90045
C -0.17468 -1.87482 0.17467
C 0.71601 -1.57282 1.36684
H 0.27042 -1.55744 -0.76606
H -0.33318 -2.95647 0.12194
H -1.15342 -1.41606 0.28378
H 0.14692 -1.62243 2.30058
H 1.52570 -2.29471 1.43514
H 1.17386 -0.59020 1.31264
*
```

Summary:
- M (g mol⁻¹) = 60.1
- SMILES = CC.CC
- frontier orbital gap (eV) = 12.9


two.
DFT (ωB97M-V with the def2-TZVPD basis set) results for 2 unconnected molecules or ions with the total composition C4H12.

ORCA input file:
```
! wB97M-V def2-TZVPD RIJCOSX def2/J DEFGRID3
* xyz 0 1
C 0.52539 -2.60343 -1.29957
C 1.46251 -1.35280 -1.45727
H 1.07943 -3.48644 -0.96647
H -0.22463 -2.41156 -0.49398
H 0.12583 -2.80855 -2.28941
H 1.62637 -1.13498 -2.50719
H 2.43432 -1.50798 -1.02716
H 0.76730 -0.58822 -1.07801
C -1.13561 1.79795 2.12090
C -0.82102 2.12309 0.65088
H -1.28306 0.73345 2.29563
H -0.46156 2.26080 2.85308
H -2.10652 2.24071 2.39340
H -0.93880 3.19690 0.51795
H -1.29271 1.51897 -0.12681
H 0.24276 2.02210 0.41403
*
```

Summary:
- M (g mol⁻¹) = 60.1
- SMILES = CC.CC
- frontier orbital gap (eV) = 12.5


Here is how they stack up, most stable first: one, two.


one.
DFT (ωB97M-V with the def2-TZVPD basis set) results for 2 unconnected molecules or ions with the total composition C4H12.

ORCA input file:
```
! wB97M-V def2-TZVPD RIJCOSX def2/J DEFGRID3
* xyz 0 1
C -0.99625 1.61895 1.71627
C -1.78123 0.97456 0.55025
H -0.76722 0.96604 2.57001
H -0.08903 2.14622 1.45780
H -1.75142 2.40625 2.10622
H -1.31330 0.97348 -0.37905
H -1.72086 0.01519 0.82040
H -2.82116 1.41470 0.40271
C 1.96703 -0.77097 -0.98911
C 0.83647 -1.80191 -1.30187
H 2.86614 -1.42750 -1.05931
H 2.11165 -0.00616 -1.80429
H 1.68541 -0.44143 -0.01100
H 1.12425 -2.39391 -2.22013
H 0.67425 -2.41998 -0.39483
H -0.15477 -1.35669 -1.34178
*
```

Summary:
- M (g mol⁻¹) = 60.1
- SMILES = CC.CC
- frontier orbital gap (eV) = 12.6


two.
DFT (ωB97M-V with the def2-TZVPD basis set) results for 2 unconnected molecules or ions with the total composition C4H12.

ORCA input file:
```
! wB97M-V def2-TZVPD RIJCOSX def2/J DEFGRID3
* xyz 0 1
C -1.85385 1.57090 -2.13111
C -0.82174 1.49222 -0.97254
H -2.71448 2.05042 -1.76361
H -1.39392 2.17650 -2.92891
H -2.22695 0.66437 -2.63809
H -0.78065 0.45917 -0.60804
H -0.95550 2.33622 -0.30488
H 0.22494 1.86196 -1.34848
C 1.54228 -2.02238 1.03537
C 1.07993 -1.12577 2.16616
H 0.79789 -2.88639 0.67657
H 1.69066 -1.29785 0.19337
H 2.57654 -2.31076 1.12184
H 1.07261 -1.64347 3.03798
H 1.78094 -0.33262 2.01951
H 0.24820 -0.56731 1.95546
*
```

Summary:
- M (g mol⁻¹) = 60.1
- SMILES = CC.CC
- frontier orbital gap (eV) = 12.5


Here is how they stack up, most stable first: one, two.


one.
DFT (ωB97M-V with the def2-TZVPD basis set) results for 2 unconnected molecules or ions with the total composition C4H12.

ORCA input file:
```
! wB97M-V def2-TZVPD RIJCOSX def2/J DEFGRID3
* xyz 0 1
C 0.44139 2.24313 -0.35280
C 0.89384 1.43705 -1.55113
H 0.87844 3.21048 -0.08723
H -0.62891 2.39096 -0.36615
H 0.61203 1.65012 0.54401
H 1.53339 1.79650 -2.35899
H 0.11338 0.85051 -2.05238
H 1.51594 0.60756 -1.19682
C -0.63922 -2.45033 0.65474
C -0.68700 -1.03981 1.26459
H -0.35583 -3.21895 1.36317
H -1.62461 -2.70321 0.27318
H 0.07774 -2.57186 -0.16698
H 0.31213 -0.60534 1.22885
H -1.28818 -0.45471 0.57137
H -1.15453 -1.14212 2.23257
*
```

Summary:
- M (g mol⁻¹) = 60.1
- SMILES = CC.CC
- frontier orbital gap (eV) = 12.6


two.
DFT (ωB97M-V with the def2-TZVPD basis set) results for 2 unconnected molecules or ions with the total composition C4H12.

ORCA input file:
```
! wB97M-V def2-TZVPD RIJCOSX def2/J DEFGRID3
* xyz 0 1
C 0.81814 -2.23560 -0.12599
C 0.98308 -1.58874 1.24155
H 1.78651 -2.51513 -0.53491
H 0.20774 -3.13594 -0.03047
H 0.31478 -1.56098 -0.81470
H 0.03988 -1.43010 1.76679
H 1.37017 -0.56986 1.14992
H 1.61960 -2.13859 1.93226
C -0.68099 2.63169 -0.45011
C -1.12402 1.18448 -0.65031
H 0.22875 2.88121 -0.98818
H -1.48081 3.31652 -0.72805
H -0.49413 2.81435 0.61054
H -0.77259 0.75066 -1.58880
H -0.78382 0.48550 0.11438
H -2.21078 1.09175 -0.65840
*
```

Summary:
- M (g mol⁻¹) = 60.1
- SMILES = CC.CC
- frontier orbital gap (eV) = 12.9


three.
DFT (ωB97M-V with the def2-TZVPD basis set) results for 2 unconnected molecules or ions with the total composition C4H12.

ORCA input file:
```
! wB97M-V def2-TZVPD RIJCOSX def2/J DEFGRID3
* xyz 0 1
C -2.30918 0.06425 -1.56176
C -1.57272 -0.06980 -0.18602
H -3.02499 0.90728 -1.56775
H -1.59576 0.40653 -2.33148
H -2.71433 -0.86305 -1.98326
H -1.19401 -0.98830 0.13974
H -2.21035 0.06021 0.72315
H -0.83155 0.66985 -0.26153
C 2.39343 0.63759 0.69583
C 1.54550 -0.65938 1.04500
H 2.86619 0.96732 1.65889
H 2.98448 0.47286 -0.24413
H 1.63861 1.37013 0.54732
H 1.79790 -0.95445 2.04794
H 1.78536 -1.45609 0.19852
H 0.44143 -0.56494 1.07954
*
```

Summary:
- M (g mol⁻¹) = 60.1
- SMILES = CC.CC
- frontier orbital gap (eV) = 12.3


four.
DFT (ωB97M-V with the def2-TZVPD basis set) results for 2 unconnected molecules or ions with the total composition C4H12.

ORCA input file:
```
! wB97M-V def2-TZVPD RIJCOSX def2/J DEFGRID3
* xyz 0 1
C 0.17222 -1.88165 -2.08921
C 0.80744 -0.53360 -1.72096
H -0.42815 -1.82703 -2.98925
H 0.93544 -2.64578 -2.20087
H -0.38047 -2.25503 -1.23009
H 0.80773 0.18373 -2.54453
H 1.86897 -0.60853 -1.51669
H 0.29960 -0.06797 -0.88629
C -0.07351 0.68202 2.27113
C -0.95591 1.71468 1.52305
H 0.00352 -0.24772 1.70166
H 0.92963 1.07532 2.40664
H -0.50794 0.47255 3.23924
H -0.58415 2.70948 1.75147
H -1.99224 1.63320 1.84164
H -0.90217 1.59633 0.44306
*
```

Summary:
- M (g mol⁻¹) = 60.1
- SMILES = CC.CC
- frontier orbital gap (eV) = 13.0


Here is how they stack up, most stable first: two, four, one, three.